# 1
10
Properties=species:S:1:pos:R:3 method="wB97M-V/def2-TZVPD" e_tot_ha=-301.3598 orbital_gap_ev=9.37 e_above_lowest_kcal_mol=79.9
H -1.60 1.85 0.15
C -0.82 1.10 0.15
N 0.43 1.35 0.50
O 2.26 -0.12 -0.01
H 0.08 -1.79 0.50
N -1.07 -0.16 -0.26
C 1.04 0.16 0.26
H -1.98 -0.51 -0.51
C 0.14 -0.90 -0.13
H 1.49 -0.99 -0.66

---

# 2
115
Properties=species:S:1:pos:R:3 method="wB97M-V/def2-TZVPD" total_charge=-2 e_tot_ha=-14261.8000 orbital_gap_ev=4.45 e_above_lowest_kcal_mol=46.6
H -4.17 -3.03 3.57
C -0.04 -3.25 -2.04
O -0.89 0.32 -4.33
C -3.10 -1.72 -6.27
H 6.13 0.28 0.29
C -7.20 1.64 -0.13
N -3.61 1.67 -0.89
H -0.32 -5.23 0.81
C 2.91 0.95 0.73
H 2.60 -3.64 0.71
H 2.07 3.49 5.16
C -0.33 -4.92 -0.18
C 5.08 -1.85 3.37
Br -4.89 -2.36 -2.53
C -1.91 -1.10 -5.93
H 4.10 -0.86 0.87
C -0.89 3.01 3.43
C 3.90 1.63 -3.85
C -1.76 -0.57 -4.63
C 1.33 3.06 4.43
C -4.88 1.30 -0.42
C -5.99 -0.04 1.17
C 5.07 -4.51 4.35
H -1.12 1.67 1.78
P 1.43 0.21 1.43
C -0.49 -4.22 -2.91
C 6.12 -3.69 4.65
C 2.83 2.25 0.22
C 2.03 0.18 -3.46
H 1.61 -0.95 3.58
N 2.82 -2.27 2.38
C -3.32 -2.50 1.68
O -2.53 2.71 -2.51
C -0.28 7.03 -1.27
H -2.15 -1.69 -0.06
C 3.13 2.69 -3.45
H -6.10 2.53 -1.78
H 7.06 -1.77 4.11
H 1.63 -4.00 2.16
O -2.45 1.29 -0.42
C -4.02 -2.08 -5.24
C 1.29 1.22 -2.94
C -0.03 3.44 4.47
H -4.31 -2.26 1.29
S 1.27 5.31 -2.97
H 6.15 2.68 -0.61
C 5.24 0.87 0.31
H 1.86 2.75 0.24
C 4.03 2.83 -0.21
C -2.68 -1.01 -3.51
C 0.09 5.79 -1.78
C -0.86 -5.81 -1.12
H -2.66 6.01 1.00
H 4.96 1.78 -4.16
C -3.90 -1.76 -3.90
Cd -0.82 0.90 -2.12
H 0.20 7.93 -1.66
H 4.03 -0.44 -4.12
C 3.92 -2.69 3.15
H 3.07 -4.66 3.49
H -1.92 3.41 3.31
C -3.26 -2.95 3.01
H -1.63 8.13 0.05
H 3.59 3.69 -3.61
C -2.17 -2.16 0.98
C -1.89 5.94 0.25
Br -5.50 -3.30 -5.64
C -0.85 -3.00 2.91
H 5.10 -0.89 2.81
H 3.94 3.87 -0.51
H 3.15 -0.40 3.25
C 3.96 -4.04 3.68
H 5.12 -5.55 4.67
P 0.54 -2.37 0.60
Br -0.58 -0.65 -7.10
H -8.11 0.42 1.43
C 2.31 -0.90 2.77
C 0.06 -3.62 -0.63
H -1.22 -6.20 -3.21
C 5.24 2.17 -0.23
C 6.14 -2.38 4.11
H -0.50 -4.06 -3.97
C -0.43 2.07 2.49
C -2.04 -3.30 3.60
C -1.37 7.13 -0.36
H -6.02 -0.74 2.04
C 1.01 3.60 -2.46
C 1.76 2.06 3.55
H 0.07 -3.34 3.38
H -2.01 -3.85 4.55
H -1.70 3.81 0.47
C -0.42 4.57 -1.11
C -6.07 1.87 -0.90
Br -3.62 -2.19 -8.01
N 0.14 3.40 -1.52
C 3.39 0.36 -3.82
H 1.61 -0.77 -3.61
O -2.37 -0.69 -2.34
H 6.96 -4.02 5.18
C -0.95 -2.50 1.63
C 4.09 0.20 0.69
C 0.87 1.58 2.54
C 1.86 2.50 -2.96
C 1.99 -3.17 1.52
H -8.07 2.27 -0.23
C -0.86 -5.52 -2.47
C -7.18 0.68 0.89
H -3.83 -0.01 0.88
C -4.82 0.32 0.57
C -1.36 4.71 -0.10
H -1.23 -6.78 -0.84
H 2.75 1.59 3.59
H 0.06 -2.26 -2.43
N -3.68 2.51 -2.02
H -0.35 4.16 5.20

---

# 3
23
Properties=species:S:1:pos:R:3 method="wB97M-V/def2-TZVPD" e_tot_ha=-483.7383 orbital_gap_ev=8.65 e_above_lowest_kcal_mol=60.3
C 0.18 -1.11 1.53
H -0.75 2.20 0.19
C 0.16 -1.64 -0.88
N -1.04 -1.18 -1.58
C 1.29 1.75 0.57
H -1.96 -0.59 -3.22
H -0.08 2.84 1.73
C 0.54 -0.66 0.19
H -0.37 -0.31 2.13
C 0.07 2.65 0.61
C 1.09 0.46 -0.22
H 2.12 2.34 0.19
H -1.95 -1.37 0.09
F 1.54 1.33 1.90
C -0.96 -1.07 -2.92
H -0.03 -2.59 -0.47
H -0.10 -0.81 -3.40
N -2.11 -1.01 -0.85
H 0.97 -1.72 -1.65
H 0.31 3.57 0.08
H 1.27 0.51 -1.30
H -0.33 -2.05 1.73
H 1.24 -1.37 2.12

---

# 4
46
Properties=species:S:1:pos:R:3 method="wB97M-V/def2-TZVPD" e_tot_ha=-2303.8474 orbital_gap_ev=9.68 smiles="NCCO[C@@H](PP(=O)(O)O)S(=O)(=O)F.c1ccncc1.c1ccncc1"
H -4.74 1.16 6.85
O -0.68 2.03 1.12
O -2.95 -2.82 0.58
O 1.68 0.36 0.67
C 1.77 0.95 -5.02
H -1.98 -1.90 -1.91
H 1.21 1.87 -5.06
C 3.13 -0.63 -3.87
N 4.42 -1.87 0.18
C -4.92 1.62 4.75
C 2.98 -1.69 0.05
P -0.46 -1.39 0.91
O -3.28 -0.36 0.75
H 0.74 -0.34 -1.00
C 2.57 -1.06 -6.03
C -2.23 1.85 4.93
O 0.40 2.31 -0.97
C 0.53 -0.04 0.03
H 1.34 0.38 -7.06
H 4.90 -1.00 0.00
H -1.15 1.93 5.03
H 4.74 -2.60 -0.45
H 0.11 -2.60 0.49
H -2.24 2.34 2.83
O -2.61 -1.34 -1.43
H 2.67 -1.38 -0.94
F -1.66 1.21 -0.93
N -2.90 1.53 6.03
C 2.42 0.57 -3.86
C -2.83 2.08 3.70
C 2.55 -0.68 1.12
C 1.84 0.12 -6.13
N 3.20 -1.44 -4.92
C -4.22 1.42 5.93
S -0.39 1.52 -0.14
H 2.65 -1.74 -6.87
H 3.44 -0.17 1.45
H 2.39 1.18 -2.98
H -3.44 -0.65 1.67
H -6.00 1.52 4.73
P -2.47 -1.55 0.12
H 2.17 -1.17 2.01
H 3.66 -0.97 -2.99
H 2.55 -2.64 0.31
C -4.21 1.96 3.61
H -4.72 2.13 2.67

---

# 5
92
Properties=species:S:1:pos:R:3 method="wB97M-V/def2-TZVPD" total_charge=+2 e_tot_ha=-6712.4547 orbital_gap_ev=7.25 e_above_lowest_kcal_mol=0.0
H 1.10 -3.59 -0.87
C -3.03 3.18 3.23
F -1.05 5.38 -4.18
C -2.15 -4.42 -1.35
H 4.32 0.86 -4.67
C -1.22 0.49 -2.36
H 2.48 2.05 -3.55
H 1.22 -2.51 2.41
C 3.39 0.03 1.54
H 0.31 -4.02 -2.40
S 0.07 0.06 3.57
C -2.96 -2.42 2.40
H 0.39 -5.20 -1.08
C 1.40 5.03 -1.56
N -0.29 -3.82 1.76
C -2.55 -0.92 -3.78
C 2.89 -1.77 -3.08
H -1.48 -5.47 1.18
H -0.42 -0.96 -3.75
O 0.06 2.40 1.49
H -4.38 -2.22 0.05
C 1.36 3.67 -1.36
C 5.41 -0.13 0.30
S 3.08 0.30 4.10
H -2.33 1.88 -1.14
Br 2.65 2.93 -0.21
C -1.70 3.31 2.80
H -4.67 -0.62 -3.68
C -3.54 4.08 4.14
H 4.59 -1.57 -4.38
P 0.37 1.08 -1.71
C 1.70 0.27 -2.61
C -3.62 0.68 -2.34
H -3.05 -4.23 -0.79
H 0.13 4.43 2.94
H -0.79 6.05 4.57
C -3.38 -1.79 0.08
C -2.73 5.11 4.62
C 2.59 0.98 -3.41
H -2.96 -1.78 -0.92
C -0.31 3.47 -3.05
H -4.56 4.00 4.48
H -2.62 -1.68 -4.54
C 6.15 0.05 1.47
H 6.09 0.32 3.60
H 3.01 -2.84 -2.95
H -0.02 -5.87 2.10
C -0.84 -5.16 2.01
H -3.46 -0.76 0.44
C -1.15 2.35 1.88
C -3.71 -0.32 -3.30
C 3.63 0.31 -4.04
O -0.14 -1.61 0.50
C 3.78 -1.06 -3.88
N -2.55 -2.58 1.00
H -4.02 -2.66 2.48
C 0.27 -4.14 -1.32
C -1.31 -0.51 -3.33
O -1.83 1.32 1.43
C -0.89 4.34 3.28
H -1.92 -5.49 -1.30
C 4.13 0.19 2.71
C -0.28 4.84 -3.26
H 0.14 -3.08 3.71
C 0.48 2.85 -2.08
C 0.56 5.63 -2.50
F 2.24 5.80 -0.88
C -1.41 5.24 4.19
N 2.01 0.03 1.78
H -1.43 -5.17 2.93
Hf -0.03 0.37 0.98
C 1.72 0.13 3.07
H -2.31 -4.15 -2.40
H 1.17 -1.65 -1.82
C 4.03 -0.14 0.32
P -1.01 -2.91 0.63
I -3.49 6.46 5.98
C 1.86 -1.11 -2.44
H 3.46 -0.28 -0.59
H -2.41 -3.09 3.05
H 1.34 -4.17 2.99
C 5.52 0.20 2.69
H -4.52 1.17 -1.98
H 7.23 0.05 1.43
F -1.10 2.76 -3.85
C -2.38 1.07 -1.86
F 0.60 6.93 -2.69
N -1.02 -3.65 -0.82
H -3.64 2.38 2.85
H -2.81 -1.39 2.74
C 0.65 -3.36 2.78
H 5.93 -0.26 -0.64

---

# 6
16
Properties=species:S:1:pos:R:3 method="wB97M-V/def2-TZVPD" total_charge=+1 e_tot_ha=-547.9041 orbital_gap_ev="7.10 / 8.89" e_above_lowest_kcal_mol=116.2
H -1.24 0.22 0.91
H 0.59 -1.83 -1.33
H 0.03 -0.97 1.62
I 3.34 0.19 -0.06
C 1.41 -0.45 0.09
H -2.18 1.16 0.01
H 0.50 2.11 -0.46
C 0.59 -1.38 0.90
N -1.14 0.82 0.10
C -0.17 1.83 0.36
C -0.82 -0.16 -1.02
H -0.24 0.29 -1.94
C 0.31 -1.07 -0.51
H -0.14 2.23 1.35
H 1.02 -2.37 1.15
H -1.85 -0.62 -1.17

---

# 7
70
Properties=species:S:1:pos:R:3 method="wB97M-V/def2-TZVPD" total_charge=-1 e_tot_ha=-3614.9879 orbital_gap_ev="4.90 / 6.63" spin_multiplicity=2 s_squared=0.77
H -0.64 3.98 -2.46
N 0.28 -0.46 3.06
C -3.60 1.34 -1.79
C -1.73 -4.18 0.61
N 1.39 2.53 4.69
H -2.19 -5.57 2.19
C -0.70 5.61 -1.08
H 2.82 1.60 -4.26
H -3.28 2.03 -2.55
C -4.45 -0.45 0.14
C 5.13 -3.44 -2.58
C 1.19 0.43 -4.99
H -0.74 7.03 0.52
C -0.99 3.68 0.88
H -4.77 -1.17 0.88
C -1.23 -3.81 2.91
H -0.35 -2.95 5.21
C -5.36 0.05 -0.79
C -0.88 3.28 -0.45
N -0.61 -2.17 1.27
H 6.96 -3.55 -1.45
C -0.77 0.38 -3.60
S 1.91 2.05 2.14
C 1.28 1.64 3.63
H -2.15 -4.77 -0.19
C 3.84 -2.98 -2.59
H 1.59 2.11 5.59
C -0.15 1.21 -2.66
C -0.94 5.02 1.23
S 1.62 -1.77 -1.61
C 1.14 1.65 -2.93
Cl 3.53 -1.21 0.98
C -0.79 5.99 0.25
C -2.68 0.86 -0.86
C -1.12 -2.97 0.34
Cl 2.88 -3.28 -4.00
C -0.67 -2.55 2.58
H -1.00 5.31 2.27
C -0.21 -1.89 5.02
C -1.76 -4.61 1.94
H -5.64 1.35 -2.46
H -0.60 -0.67 -5.45
C -4.93 0.95 -1.74
H 1.72 0.07 -5.86
C 5.94 -3.20 -1.47
Hg 0.68 -0.10 0.43
H -1.03 -2.61 -0.68
H 0.75 -1.61 5.47
C 3.26 -2.28 -1.52
C -0.11 0.00 -4.75
H -1.01 -1.35 5.53
C 1.81 1.27 -4.08
H 2.02 3.29 4.47
N 0.63 0.50 3.93
H -2.44 -0.42 0.84
C -0.73 4.26 -1.42
C -0.19 -1.61 3.53
C 4.11 -2.06 -0.42
H -6.39 -0.26 -0.75
H -1.76 0.02 -3.40
H 6.02 -2.29 0.47
H 0.34 0.41 4.91
Si -0.85 1.42 -0.90
H -1.10 2.94 1.65
H 5.52 -3.98 -3.43
H 1.65 2.29 -2.21
C 5.42 -2.50 -0.40
C -3.13 -0.03 0.10
H -1.23 -4.15 3.94
H -0.59 6.36 -1.85

---

# 8
13
Properties=species:S:1:pos:R:3 method="wB97M-V/def2-TZVPD" e_tot_ha=-194.9973 orbital_gap_ev=9.13 e_above_lowest_kcal_mol=185.0
C -1.27 0.08 -0.29
H -3.21 -1.00 -1.16
C -0.12 0.42 -0.15
C -2.77 -0.17 0.02
H -2.83 -0.89 1.49
H 2.13 -1.05 -1.04
C 1.30 0.69 -0.01
H -3.61 1.35 0.10
H 3.33 -0.31 0.20
H 1.62 1.44 -0.79
H 1.88 -1.24 0.64
C 2.23 -0.49 -0.05
H 1.29 1.16 1.04

---

# 9
6
Properties=species:S:1:pos:R:3 method="wB97M-V/def2-TZVPD" total_charge=-1 e_tot_ha=-1064.0943 orbital_gap_ev="5.94 / 5.94" e_above_lowest_kcal_mol=114.2
S 3.17 0.93 -0.38
H -0.66 -0.28 -0.72
Cl 3.95 -1.19 0.15
O -0.48 0.32 0.00
O 3.97 1.85 0.42
N 1.70 0.74 -0.53